Record 1
This record from the OMol25 dataset describes a cluster of 3 separate species, H6O3 in total in a non-equilibrium geometry. The level of theory is ωB97M-V with the def2-TZVPD basis set.

Structure (XYZ):
```
9
Properties=species:S:1:pos:R:3:forces:R:3
H 2.0176 0.6689 -0.6723 -1.7363 -0.2998 -1.1451
H -0.2397 1.0095 0.1963 -2.5601 0.1163 2.2842
O 1.1879 0.6875 -1.2469 -0.1692 -2.6957 1.3421
H -0.5275 -2.4005 0.4608 2.9256 4.5814 -0.1379
H -1.7349 1.5547 0.4418 1.3330 -1.3628 1.0886
H -0.5096 -0.7473 0.6653 -0.7649 0.2906 0.3944
O -1.0624 0.9540 0.9063 1.4557 1.6495 -3.6245
H 0.7608 -0.2850 -1.1802 1.7375 2.8928 0.1090
O 0.1078 -1.4417 0.4289 -2.2213 -5.1724 -0.3107
```
Forces are in eV/Å.

Summary:
* gap between HOMO and LUMO: 12.075 eV
* energy relative to the best compared isomer or geometry (same formula, charge and spin): 29.9 kcal/mol
* charge: 0
* LUMO: 0.64 eV
* SMILES: O.O.O



Record 2
This record from the OMol25 dataset describes a structure of composition H6O3 in a non-equilibrium geometry. The level of theory is ωB97M-V with the def2-TZVPD basis set.

Structure (XYZ):
```
9
Properties=species:S:1:pos:R:3:forces:R:3
H -23.8847 23.3961 -9.8878 -1.0890 -0.9053 -0.5610
O -24.4532 26.5171 -10.7253 0.1877 -0.2257 -0.0131
H -22.4636 24.3805 -9.9708 0.5439 0.2594 -0.1249
O -24.6290 22.7945 -9.9072 -3.8873 -3.9683 -1.3050
H -24.2030 27.3994 -10.9992 0.0598 0.2825 -0.1265
H -24.7083 26.6139 -9.8079 -0.4088 0.2224 0.1580
H -23.5271 25.1375 -9.2042 -0.1137 0.2118 -0.2065
O -23.2214 24.2519 -9.4004 4.7798 4.2961 2.1166
H -25.0772 22.9404 -9.0740 -0.0724 -0.1728 0.0625
```
Forces are in eV/Å.

Summary:
* gap between HOMO and LUMO: 9.739 eV
* energy relative to the best compared isomer or geometry (same formula, charge and spin): 51.3 kcal/mol
* charge: 0
* LUMO: 0.19 eV



Record 3
This record from the OMol25 dataset describes a cluster of 3 separate species, H6O3 in total. The level of theory is ωB97M-V with the def2-TZVPD basis set.

Structure (XYZ):
```
9
Properties=species:S:1:pos:R:3:forces:R:3
H -10.7709 -2.7566 -3.6877 -0.0311 0.0580 -0.0067
H -9.6721 -1.0886 -7.5696 -0.0157 0.0237 -0.0192
H -12.3224 -0.8754 -5.6015 0.0820 -0.0103 -0.1030
H -11.0637 -0.8422 -8.1232 0.1178 -0.1047 0.1320
O -10.1706 -1.1038 -8.3906 -0.0940 0.0484 -0.0740
H -12.5321 0.4705 -6.3018 -0.0249 -0.0690 -0.0035
O -10.7848 -1.8161 -3.8964 -0.0331 0.0062 -0.1453
O -12.4196 -0.4703 -6.4754 0.0227 0.0609 0.1575
H -10.0125 -1.6779 -4.4555 -0.0235 -0.0132 0.0620
```
Forces are in eV/Å.

Summary:
* gap between HOMO and LUMO: 11.474 eV
* energy relative to the best compared isomer or geometry (same formula, charge and spin): 8.0 kcal/mol
* charge: 0
* LUMO: 0.44 eV
* SMILES: O.O.O



Record 4
This record from the OMol25 dataset describes a cluster of 2 separate species, H6O4Si2 in total in a non-equilibrium geometry. The level of theory is ωB97M-V with the def2-TZVPD basis set.

Structure (XYZ):
```
12
Properties=species:S:1:pos:R:3:forces:R:3
H -0.7746 1.9905 1.9859 -2.0774 -2.5030 2.3301
H 0.1253 -2.0081 1.3312 -0.0526 -0.0310 -0.0664
O -0.3439 -2.4488 0.6190 -0.7681 0.1949 0.4730
Si 0.5205 1.9950 0.0655 -0.7393 -0.2599 1.9007
H -1.0796 -2.4969 -1.7364 -2.2063 -1.0531 -1.5030
Si -0.1899 -1.8841 -0.9136 1.4483 1.6904 2.4138
O -0.3061 2.5505 1.4634 2.5533 1.6994 -3.2657
O 1.2086 -2.4932 -1.3939 2.7554 0.3758 -1.0953
O 0.1512 3.1733 -0.9950 -0.2775 -2.6730 -1.8627
H 0.3419 3.9671 -0.5917 0.4490 3.2666 1.1156
H 1.9419 2.0845 0.5518 -0.0334 -0.1494 -0.4092
H 2.0661 -2.0188 -1.3500 -1.0513 -0.5575 -0.0309
```
Forces are in eV/Å.

Summary:
* gap between HOMO and LUMO (spin up / spin down): 6.819 / 7.679 eV
* energy relative to the best compared isomer or geometry (same formula, charge and spin): 108.0 kcal/mol
* charge: 0
* LUMO (spin up / spin down): -1.03 / -0.62 eV



Record 5
This record from the OMol25 dataset describes an isolated molecule of H6Si3 in a non-equilibrium geometry. The level of theory is ωB97M-V with the def2-TZVPD basis set.

Structure (XYZ):
```
9
Properties=species:S:1:pos:R:3:forces:R:3
H 0.4986 -1.6867 0.6450 -0.3897 -0.7678 -0.0324
Si -0.4850 0.9736 0.1740 0.1603 1.7604 1.2865
H 1.7967 -0.7015 -1.0283 0.4280 -0.2396 -1.7804
H -2.5101 -0.6447 -1.5127 0.0166 -0.1673 1.6449
Si 1.2215 -0.5046 0.2322 1.6371 -1.0128 1.9842
Si -2.2261 -0.5451 0.0752 -0.3751 0.3888 -1.9699
H 2.4732 -0.7346 1.1347 -0.8809 0.9664 -0.3367
H -0.4385 1.8299 -1.0219 -0.1809 -0.1208 -0.3342
H -0.3301 2.0138 1.3019 -0.4155 -0.8072 -0.4619
```
Forces are in eV/Å.

Summary:
* gap between HOMO and LUMO (spin up / spin down): 8.047 / 7.968 eV
* energy relative to the best compared isomer or geometry (same formula, charge and spin): 2.7 kcal/mol
* charge: 0
* LUMO (spin up / spin down): 0.61 / -2.33 eV
* multiplicity: 3